7 unconnected molecules or ions with the total composition C18H42Cl4F6N2O8P in a non-equilibrium geometry, computed with the ωB97M-V functional and the def2-TZVPD basis.

Structure (XYZ):
```
81
Properties=species:S:1:pos:R:3:lowdin_spin:R:1
P 0.37 -0.70 -0.91 -0.0003
F 1.13 0.52 -1.60 -0.0006
F -0.45 0.35 -0.02 -0.0022
F -0.85 -0.72 -2.05 0.0000
F -0.28 -1.95 -0.02 0.0000
F 1.37 -1.71 -1.71 0.0001
F 1.57 -0.58 0.26 0.0027
C 2.13 3.60 -2.01 0.0305
C 1.14 3.81 -0.81 0.0256
C -0.29 3.72 -1.38 0.0033
O -1.28 3.40 -0.35 0.0018
C -2.38 2.71 -0.94 0.0003
N 1.42 2.66 0.09 0.3491
H 1.71 3.93 -2.96 0.0048
H 2.49 2.59 -2.19 0.0009
H 3.02 4.24 -1.95 0.0007
H 1.34 4.75 -0.28 0.0001
H -0.23 2.95 -2.15 -0.0002
H -0.57 4.67 -1.85 -0.0003
H -2.21 1.74 -1.41 0.0000
H -2.99 3.40 -1.52 0.0002
H -3.09 2.44 -0.15 0.0001
H 1.35 1.79 -0.43 0.0059
H 2.31 2.71 0.57 0.0035
C 0.36 0.37 4.87 0.0016
C -0.13 -0.05 3.54 0.0644
C -1.60 0.25 3.11 0.0167
O -1.71 1.63 3.31 0.0177
C -2.70 2.07 4.24 0.0011
N 0.62 0.68 2.56 0.4276
H 1.36 -0.05 4.99 -0.0003
H -0.16 -0.14 5.68 -0.0004
H 0.65 1.42 4.97 0.0002
H 0.06 -1.10 3.34 0.0310
H -2.29 -0.36 3.69 -0.0001
H -1.77 0.02 2.05 -0.0002
H -2.44 2.83 4.97 0.0000
H -3.38 1.27 4.56 0.0005
H -3.38 2.71 3.67 0.0005
H 1.58 0.71 2.88 0.0089
H 0.56 0.29 1.63 0.0042
C 1.69 0.63 -5.93 0.0000
C 0.79 1.12 -4.75 0.0000
O 0.27 2.31 -5.09 0.0001
C -1.06 2.66 -5.04 0.0000
O -1.55 3.78 -5.39 0.0000
O -1.80 1.70 -4.57 0.0000
C -3.25 1.72 -4.60 0.0000
H 2.21 -0.28 -5.63 0.0000
H 2.54 1.30 -6.10 0.0000
H 1.26 0.34 -6.88 0.0000
H 1.26 1.18 -3.77 0.0000
H 0.02 0.36 -4.69 0.0000
H -3.43 1.54 -5.66 0.0000
H -3.78 2.58 -4.19 0.0000
H -3.80 0.92 -4.09 0.0000
C 4.07 -4.10 5.91 0.0000
C 2.63 -3.64 5.50 0.0000
O 2.47 -3.14 4.15 0.0003
C 2.17 -4.01 3.14 0.0001
O 2.01 -5.23 3.24 0.0000
O 2.18 -3.35 2.03 0.0001
C 1.81 -3.90 0.77 0.0000
H 4.33 -3.74 6.91 0.0000
H 4.74 -3.64 5.20 0.0000
H 4.09 -5.19 5.79 0.0000
H 2.41 -2.74 6.07 0.0000
H 1.92 -4.44 5.70 0.0000
H 2.35 -3.49 -0.08 0.0000
H 0.72 -3.83 0.68 0.0000
H 2.16 -4.93 0.68 0.0000
C -0.65 -3.67 -3.06 0.0000
Cl -2.15 -4.56 -3.12 0.0000
Cl -0.73 -2.68 -4.57 0.0000
H -0.71 -2.99 -2.22 0.0000
H 0.25 -4.29 -3.02 0.0000
C -3.76 -1.46 -0.37 0.0000
Cl -4.76 -2.86 0.07 0.0000
Cl -4.82 -0.10 0.01 0.0000
H -2.82 -1.24 0.14 0.0000
H -3.62 -1.50 -1.45 0.0000
```

Values from the calculation:
Expectation value of S²: 0.759
Multiplicity: 2
HOMO energy (alpha / beta), hartree: -0.369 / -0.324
LUMO energy (alpha / beta), eV: 0.3 / -4.3
Kohn-Sham gap (alpha / beta), eV: 10.37 / 4.52